--- one ---
11
Properties=species:S:1:pos:R:3:nbo_charge:R:1 method="wB97M-V/def2-TZVPD" smiles="C=NC(O)=[N+]=C" e_lumo_ha=-0.1905 charge=+1 orbital_gap_ev=10.3
O -0.227 -1.992 0.122 -0.600
N 1.077 -0.229 -0.523 -0.430
N -1.136 0.021 -0.286 -0.365
C -0.093 -0.674 -0.117 0.762
C -1.930 0.933 -0.061 0.133
C 1.941 0.472 0.097 0.100
H 1.678 0.730 1.189 0.193
H 0.585 -2.521 -0.035 0.534
H -2.602 1.150 -0.913 0.235
H 2.748 0.804 -0.437 0.217
H -2.041 1.307 0.964 0.222

---

--- two ---
11
Properties=species:S:1:pos:R:3:nbo_charge:R:1 method="wB97M-V/def2-TZVPD" e_lumo_ha="-0.1932 / -0.1932" charge=+1 orbital_gap_ev="8.3 / 8.3"
O 1.681 1.297 -0.149 -0.439
N -0.926 -0.049 -0.642 -0.453
N 1.207 -0.997 0.116 -0.575
C -0.008 -0.948 -0.274 0.385
C -1.673 0.596 0.178 -0.037
C 2.117 0.188 0.009 0.528
H -1.440 0.326 1.224 0.227
H -2.619 0.924 -0.223 0.244
H 1.584 -1.983 0.398 0.470
H -0.948 -0.184 -1.654 0.475
H 3.137 -0.093 -0.200 0.175

---

So which one is most stable? That would be one, about 190.2 kJ/mol below the next structure.

---

--- one ---
40
Properties=species:S:1:pos:R:3:nbo_charge:R:1 method="wB97M-V/def2-TZVPD" e_lumo_ha=0.0009 orbital_gap_ev=10.3
Xe -0.329 -0.027 -0.345 0.010
O 2.023 -0.421 2.585 -0.972
O 3.109 1.370 0.868 -0.954
O -3.576 0.279 1.899 -0.976
O 0.180 -4.241 -1.545 -0.958
O 0.314 1.111 -3.419 -0.988
O 1.426 -1.343 -3.280 -0.972
O -3.143 2.680 0.519 -0.985
O -2.878 2.449 -2.270 -0.970
O -0.804 2.657 2.499 -0.961
O 0.913 -2.862 1.933 -0.987
O -1.974 -1.905 2.300 -0.954
O 2.140 -2.277 -0.760 -0.978
O 1.945 2.826 -2.341 -0.976
H 3.700 1.647 0.167 0.492
H -2.419 3.279 -2.398 0.465
H -3.014 -0.424 2.225 0.501
H -3.147 1.790 0.871 0.511
H -0.628 0.982 -3.525 0.489
H 3.603 1.524 1.673 0.478
H 2.770 2.355 -2.456 0.446
H -1.383 2.954 1.797 0.486
H 0.071 2.927 2.218 0.468
H -4.106 0.533 2.654 0.471
H 1.780 -1.564 -2.419 0.503
H 2.150 0.162 1.836 0.500
H -2.492 -2.472 1.728 0.489
H -3.676 3.183 1.133 0.477
H 0.037 -2.638 1.621 0.474
H 0.681 0.227 -3.440 0.504
H 2.009 -1.781 -3.899 0.479
H 0.387 -5.089 -1.152 0.460
H 1.266 -2.039 2.272 0.490
H 1.705 -1.776 -0.069 0.501
H 0.881 -3.661 -1.247 0.485
H 1.299 2.296 -2.808 0.497
H 2.825 -2.767 -0.305 0.494
H -3.119 2.448 -1.344 0.492
H -1.878 -2.405 3.111 0.489
H 1.354 0.012 3.115 0.480

---

--- two ---
40
Properties=species:S:1:pos:R:3:nbo_charge:R:1 method="wB97M-V/def2-TZVPD" e_lumo_ha=-0.0139 orbital_gap_ev=9.6
Xe -0.094 0.238 -0.222 0.006
O 0.932 -1.484 2.317 -0.979
O 3.370 1.214 0.002 -0.945
O 0.734 2.220 -2.767 -0.980
O 2.070 3.781 -0.908 -0.956
O -1.269 -2.916 1.213 -0.981
O 2.778 -2.057 0.413 -0.980
O -0.828 -3.721 -1.641 -0.959
O -3.676 1.161 -0.185 -0.960
O -2.036 1.672 -2.595 -0.957
O -0.613 2.520 2.304 -0.948
O 1.525 1.035 3.385 -0.960
O 2.589 -1.764 -2.197 -0.983
O -3.759 -1.527 0.558 -0.973
H 0.841 -0.553 2.520 0.494
H 1.487 3.192 -1.386 0.497
H -4.053 1.409 0.660 0.493
H -1.311 2.857 2.867 0.482
H 3.371 -2.292 -2.360 0.461
H -2.250 1.502 -1.678 0.493
H -0.314 3.283 1.810 0.481
H 0.164 -1.691 1.785 0.490
H 1.414 1.206 4.320 0.471
H -4.378 1.320 -0.816 0.485
H 1.499 4.230 -0.284 0.453
H -2.991 -1.616 1.123 0.482
H -1.312 -3.163 0.289 0.508
H -0.508 -3.129 -2.322 0.487
H 2.923 -2.959 0.700 0.474
H -2.354 0.900 -3.063 0.476
H 1.061 1.693 -3.496 0.485
H 2.162 -1.699 1.052 0.501
H 0.905 1.625 2.957 0.489
H -1.344 -3.745 1.686 0.482
H -0.975 -4.551 -2.094 0.478
H 2.685 0.563 0.155 0.455
H 2.396 -1.902 -1.269 0.492
H -3.593 -0.731 0.053 0.474
H 2.899 1.997 -0.279 0.478
H -0.149 1.886 -2.606 0.493

---

So which one is most stable? That would be one, about 39.6 kJ/mol below the next structure.

---

--- one ---
17
Properties=species:S:1:pos:R:3:nbo_charge:R:1 method="wB97M-V/def2-TZVPD" smiles="O[C@@H]1CNC=NNC1" e_lumo_ha=0.0312 orbital_gap_ev=9.1
O -1.100 0.110 1.626 -0.711
N 1.014 -1.205 0.380 -0.659
N 0.388 1.735 -0.315 -0.481
N 1.628 1.072 -0.335 -0.319
C -1.248 -0.141 0.324 0.083
C -0.360 -1.370 -0.069 -0.240
C -0.798 0.930 -0.729 -0.276
C 1.787 -0.141 0.006 0.186
H -2.290 -0.448 0.158 0.179
H 1.469 -1.609 1.207 0.408
H -0.849 -2.375 0.331 0.206
H 0.554 2.532 -0.922 0.373
H 2.796 -0.291 0.041 0.171
H -0.351 0.739 1.861 0.495
H -0.607 0.378 -1.681 0.183
H -0.394 -1.621 -1.103 0.191
H -1.640 1.707 -0.781 0.210

---

--- two ---
17
Properties=species:S:1:pos:R:3:nbo_charge:R:1 method="wB97M-V/def2-TZVPD" e_lumo_ha=0.0070 orbital_gap_ev=9.0
O 1.429 0.196 1.264 -0.534
N 0.900 -1.872 -1.378 -0.688
N -0.584 -0.221 -0.391 -0.298
N -1.267 1.015 -0.435 -0.460
C -0.278 2.079 -0.633 -0.486
C 0.411 -0.287 1.895 0.402
C 0.337 -0.658 -1.333 0.280
C -0.790 -0.711 1.022 -0.350
H -0.695 3.114 -0.190 0.216
H -1.749 -0.576 1.505 0.253
H 0.734 1.762 0.078 0.249
H 0.411 0.084 -2.115 0.183
H 0.732 -2.329 -0.394 0.315
H -0.916 -1.776 0.844 0.242
H 0.161 2.284 -1.846 0.173
H -1.867 1.183 -1.444 0.345
H 0.339 -0.307 3.170 0.157

---

So which one is most stable? That would be one, about 293.0 kJ/mol below the next structure.

---

--- one ---
17
Properties=species:S:1:pos:R:3:nbo_charge:R:1 method="wB97M-V/def2-TZVPD" e_lumo_ha=0.0357 orbital_gap_ev=7.9
O -0.679 1.257 0.656 -0.559
N 1.131 -0.204 1.472 -0.851
N -2.414 -0.223 0.673 -0.762
N -0.573 -1.895 -0.824 -0.852
C 0.800 0.524 0.484 0.542
C 1.653 1.458 -0.328 -0.696
C -1.279 0.215 0.133 0.622
C -0.479 -0.477 -0.801 -0.279
H -2.817 -1.071 0.303 0.417
H 2.133 -0.219 1.624 0.360
H -0.246 -2.299 -1.690 0.369
H -0.024 -2.280 -0.053 0.374
H 2.059 2.230 0.333 0.231
H -2.675 0.084 1.597 0.411
H 2.482 0.902 -0.768 0.226
H -0.162 0.050 -1.689 0.220
H 1.090 1.948 -1.120 0.225

---

--- two ---
17
Properties=species:S:1:pos:R:3:nbo_charge:R:1 method="wB97M-V/def2-TZVPD" e_lumo_ha=0.0274 orbital_gap_ev=7.6
O -2.520 -1.727 -0.729 -0.575
N -1.394 -0.888 -0.723 -0.372
N 0.198 -0.802 1.811 -0.763
N 0.642 0.582 0.157 -0.422
C -0.476 1.255 -0.422 -0.322
C 0.406 -0.884 0.583 0.321
C 1.898 0.705 -0.485 -0.403
C -1.494 0.479 -0.803 0.001
H -0.453 2.335 -0.292 0.211
H 0.584 0.904 1.112 0.456
H 1.915 -0.104 -1.202 0.221
H -2.443 1.023 -0.780 0.195
H 2.654 0.584 0.250 0.207
H 2.030 1.731 -0.939 0.227
H -2.691 -1.889 0.205 0.448
H 0.370 -1.647 2.325 0.360
H 0.773 -1.658 -0.067 0.210

---

--- three ---
17
Properties=species:S:1:pos:R:3:nbo_charge:R:1 method="wB97M-V/def2-TZVPD" smiles="C/N=C/N=C(/C)NO" e_lumo_ha=0.0230 orbital_gap_ev=9.3
O 0.426 0.363 2.606 -0.542
N -1.240 0.253 -0.615 -0.580
N 0.905 -0.670 -1.084 -0.572
N 0.240 0.053 1.254 -0.321
C -0.257 -0.263 -1.339 0.273
C -1.804 1.409 1.502 -0.658
C -0.882 0.454 0.725 0.491
C 1.764 -1.252 -2.147 -0.420
H -2.546 1.838 0.847 0.244
H -0.598 -0.582 -2.368 0.114
H -1.213 2.189 1.945 0.231
H -2.251 0.820 2.302 0.230
H 1.140 -1.359 -3.042 0.175
H 2.107 -2.208 -1.705 0.209
H 2.508 -0.472 -2.410 0.203
H 1.026 -0.030 0.578 0.444
H 0.675 -0.545 2.950 0.481

---

--- four ---
17
Properties=species:S:1:pos:R:3:nbo_charge:R:1 method="wB97M-V/def2-TZVPD" e_lumo_ha=-0.0224 orbital_gap_ev=7.9
O 1.681 -1.303 1.117 -0.522
N -0.706 0.794 0.565 -0.138
N 1.083 0.548 -0.348 -0.352
N -0.164 1.148 -0.660 -0.304
C -2.157 -1.028 -0.361 -0.687
C 2.104 1.441 0.149 -0.421
C 0.882 -0.954 0.277 0.500
C -1.202 -0.453 0.662 -0.055
H -2.500 -2.012 -0.047 0.234
H -1.394 -0.723 1.693 0.208
H -3.034 -0.391 -0.489 0.239
H 0.592 -1.609 -0.562 0.151
H -0.567 0.667 -1.468 0.326
H 1.692 2.168 0.851 0.191
H 2.555 1.990 -0.683 0.196
H 2.848 0.828 0.659 0.224
H -1.711 -1.112 -1.355 0.209

---

So which one is most stable? That would be one, about 27.6 kJ/mol below the next structure.

---

--- one ---
17
Properties=species:S:1:pos:R:3:nbo_charge:R:1 method="wB97M-V/def2-TZVPD" smiles="CN(C)C#N.NC=O" e_lumo_ha=0.0258 orbital_gap_ev=10.3
O 2.090 1.090 -1.057 -0.618
N 1.129 1.927 0.831 -0.867
N -2.500 0.884 -0.806 -0.320
N -0.486 -0.451 -0.152 -0.507
C -0.640 -0.992 1.214 -0.391
C 0.018 -1.461 -1.113 -0.402
C -1.421 0.470 -0.644 0.372
C 1.102 1.395 -0.429 0.578
H 2.056 2.166 1.154 0.412
H -1.018 -0.216 1.882 0.208
H 0.468 -0.952 -1.968 0.230
H -1.322 -1.844 1.229 0.195
H 0.342 -1.305 1.578 0.211
H -0.052 1.592 -0.940 0.093
H 0.779 -2.086 -0.643 0.214
H -0.805 -2.078 -1.481 0.191
H 0.260 1.861 1.344 0.401

---

--- two ---
17
Properties=species:S:1:pos:R:3:nbo_charge:R:1 method="wB97M-V/def2-TZVPD" e_lumo_ha=0.0255 orbital_gap_ev=8.6
O -1.112 -0.487 2.207 -0.569
N -0.773 0.057 -0.284 -0.293
N 0.261 -0.480 2.317 -0.147
N 0.584 -0.093 -0.032 -0.315
C -1.105 0.549 -1.398 0.127
C 0.987 -0.293 1.269 0.138
C 1.403 -0.790 -1.019 -0.411
C -0.361 1.447 -2.352 -0.701
H -0.163 0.945 -3.329 0.233
H 0.592 1.791 -1.944 0.231
H 2.064 -0.298 1.447 0.194
H -1.335 -0.145 1.293 0.469
H 1.100 -1.797 -1.014 0.196
H -2.124 0.336 -1.788 0.188
H 2.412 -0.759 -0.691 0.215
H -1.047 2.267 -2.580 0.241
H 1.349 -0.314 -2.050 0.203

---

--- three ---
17
Properties=species:S:1:pos:R:3:nbo_charge:R:1 method="wB97M-V/def2-TZVPD" e_lumo_ha=0.0357 orbital_gap_ev=9.8
O -1.714 0.750 -1.556 -0.516
N 0.237 -1.460 0.368 -0.238
N 1.050 -0.632 1.178 -0.504
N 2.718 0.950 1.512 -0.659
C 2.131 0.124 0.756 0.262
C -0.367 -0.946 -0.602 0.060
C -0.558 0.518 -0.833 -0.157
C -2.834 0.429 -0.805 -0.258
H -0.575 0.973 0.151 0.188
H -2.898 -0.620 -0.582 0.168
H -3.726 0.786 -1.369 0.199
H -0.839 -1.554 -1.333 0.197
H 2.511 0.698 2.505 0.322
H 1.186 -1.073 2.075 0.387
H -2.846 0.985 0.156 0.165
H 2.413 0.032 -0.293 0.173
H 0.224 1.023 -1.375 0.212

---

--- four ---
17
Properties=species:S:1:pos:R:3:nbo_charge:R:1 method="wB97M-V/def2-TZVPD" e_lumo_ha=0.0133 orbital_gap_ev=9.0
O 1.794 0.502 1.078 -0.489
N -1.153 -0.908 -0.157 -0.644
N -2.689 0.543 -1.069 -0.776
N -0.729 1.460 -0.113 -0.848
C 3.133 0.132 -0.898 -0.728
C 2.260 0.080 0.087 0.699
C -0.623 -1.337 1.124 -0.417
C -1.536 0.418 -0.531 0.585
H -0.187 1.320 0.723 0.396
H -1.075 -2.296 1.374 0.205
H 2.969 -0.021 -1.947 0.258
H -1.941 -1.506 -0.384 0.394
H -2.902 1.491 -1.362 0.331
H -1.146 2.377 -0.152 0.387
H 0.403 -1.637 0.901 0.191
H 4.169 0.010 -0.623 0.261
H -0.747 -0.628 1.949 0.193

---

So which one is most stable? That would be four, about 32.3 kJ/mol below the next structure.

---

--- one ---
17
Properties=species:S:1:pos:R:3:nbo_charge:R:1 method="wB97M-V/def2-TZVPD" smiles="[H]/N=C1/CN1N.C=CO" e_lumo_ha=0.0321 orbital_gap_ev=9.8
O -1.953 0.048 1.288 -0.689
N 2.214 -0.147 0.282 -0.269
N 0.790 -0.301 -1.783 -0.670
N 3.587 0.071 0.186 -0.640
C -2.315 -0.298 0.026 0.153
C 1.157 0.867 0.498 -0.328
C 1.266 0.023 -0.683 0.436
C -3.509 -0.737 -0.330 -0.547
H 3.811 0.989 -0.205 0.336
H 1.338 -0.980 -2.306 0.357
H -4.310 -0.856 0.383 0.187
H -3.723 -0.992 -1.349 0.215
H 1.398 1.920 0.370 0.191
H -2.706 -0.081 1.880 0.476
H -1.496 -0.173 -0.668 0.204
H 0.460 0.647 1.294 0.229
H 3.991 0.001 1.117 0.362

---

--- two ---
17
Properties=species:S:1:pos:R:3:nbo_charge:R:1 method="wB97M-V/def2-TZVPD" e_lumo_ha=0.0147 orbital_gap_ev=9.0
O -3.172 -0.379 0.153 -0.611
N -1.980 0.246 0.268 -0.133
N 2.286 -0.368 0.233 -0.617
N 0.106 1.613 -0.003 -0.806
C 1.274 -0.447 -0.956 -0.227
C -1.148 -0.733 -0.257 0.023
C 1.054 -0.396 1.080 -0.292
C 0.201 0.093 -0.011 0.052
H 1.664 0.307 -1.744 0.192
H -0.754 1.708 0.609 0.387
H -0.284 1.805 -0.958 0.353
H 2.745 0.468 0.051 0.350
H 1.317 0.370 1.678 0.213
H -4.027 0.137 -0.228 0.477
H 1.263 -1.341 1.762 0.238
H 0.899 -1.364 -1.245 0.183
H -1.443 -1.719 -0.431 0.218

---

So which one is most stable? That would be one, about 316.0 kJ/mol below the next structure.